{
  "formula": "C4H9NO4",
  "method": "ωB97M-V/def2-TZVPD",
  "elements": ["C", "C", "O", "O", "H", "H", "H", "H", "C", "C", "O", "O", "N", "H", "H", "H", "H", "H"],
  "coordinates": [[0.300877, -1.358043, 1.541417], [-0.013727, -1.256372, 0.085030], [-2.065236, 0.305425, 0.206257], [-0.351410, -2.177864, -0.614173], [-2.606061, 0.772681, 0.856788], [-0.167321, -2.246300, 1.956922], [-0.027462, -0.464620, 2.063678], [1.380186, -1.450052, 1.654603], [1.526699, 0.721277, -0.365674], [0.126937, 0.138101, -0.548981], [-1.002708, 2.181381, -0.545955], [-0.195821, 0.067841, -1.907672], [-0.818447, 1.016814, 0.169884], [-1.056971, 1.955423, -1.497821], [-0.599148, -0.805131, -2.057963], [1.726380, 0.895205, 0.685652], [2.260179, 0.037473, -0.783125], [1.583054, 1.666760, -0.898866]],
  "forces_ev_per_angstrom": [[-0.0751, -0.2821, 0.0440], [-0.0853, 0.2299, -0.0088], [0.1621, -0.0806, -0.4765], [0.0676, -0.0855, 0.0095], [0.3108, 0.0794, 0.0014], [-0.0064, -0.0197, 0.0029], [0.0120, 0.0658, 0.0524], [0.1180, 0.0227, 0.0462], [-0.3647, -0.1028, -0.1725], [-0.1157, 0.0318, -0.2069], [0.0517, 0.3161, -0.2705], [0.1084, -0.0023, -0.0311], [-0.2676, 0.0743, 0.6243], [-0.0953, -0.2921, 0.2351], [0.0201, 0.0467, 0.0812], [0.0684, 0.0213, 0.1069], [0.0783, -0.0656, -0.0322], [0.0127, 0.0427, -0.0055]],
  "largest_force_ha_per_bohr": 0.013,
  "lumo_energy_ev": 0.79,
  "smiles": "CC(=O)[C@@](C)(O)N(O)O",
  "molar_mass_g_mol": 135.12,
  "multiplicity": 1,
  "total_charge": 0,
  "gap_ev": 10.6662
}

{
  "formula": "C54H51CuFN5S3",
  "method": "ωB97M-V/def2-TZVPD",
  "elements": ["Cu", "C", "C", "C", "C", "C", "C", "C", "C", "C", "C", "C", "C", "N", "C", "C", "C", "C", "C", "C", "F", "H", "H", "H", "H", "H", "H", "H", "H", "H", "H", "H", "H", "H", "H", "H", "H", "H", "H", "H", "H", "H", "N", "S", "N", "S", "N", "S", "N", "C", "C", "C", "C", "C", "C", "C", "C", "C", "C", "C", "C", "C", "C", "C", "C", "C", "C", "C", "C", "C", "C", "C", "C", "C", "C", "C", "C", "C", "C", "C", "C", "C", "C", "C", "C", "H", "H", "H", "H", "H", "H", "H", "H", "H", "H", "H", "H", "H", "H", "H", "H", "H", "H", "H", "H", "H", "H", "H", "H", "H", "H", "H", "H", "H", "H"],
  "coordinates": [[0.913985, 1.352743, 0.269517], [3.337570, 2.153109, -3.880580], [2.530899, 1.435331, -2.793767], [1.384051, 0.635792, -3.417759], [3.430378, 0.563748, -1.927864], [4.149302, -0.461114, -2.533556], [4.993024, -1.271682, -1.794904], [5.129593, -1.049757, -0.433968], [4.434131, -0.031009, 0.217971], [4.706357, 0.156094, 1.706480], [3.525632, -0.274654, 2.583915], [5.187773, 1.560223, 2.081549], [3.560712, 0.770498, -0.539386], [2.765728, 1.779509, 0.087251], [3.061069, 3.103182, -0.182589], [4.266297, 3.588556, -0.713358], [4.489226, 4.950247, -0.864904], [3.524169, 5.883388, -0.504034], [2.320959, 5.429573, 0.019414], [2.134858, 4.078232, 0.160628], [0.937152, 3.599966, 0.661714], [2.686397, 2.804463, -4.469338], [3.800223, 1.433143, -4.562097], [4.126805, 2.766657, -3.442860], [2.074277, 2.200040, -2.167352], [1.755758, -0.170644, -4.058211], [0.756968, 1.293155, -4.027551], [0.756455, 0.192194, -2.644339], [4.056936, -0.620584, -3.603232], [5.559582, -2.060128, -2.278802], [5.807991, -1.671477, 0.141916], [5.527411, -0.528442, 1.935391], [2.621600, 0.269181, 2.311402], [3.747396, -0.082333, 3.637832], [3.335421, -1.344745, 2.460197], [4.373281, 2.284607, 2.049224], [5.979995, 1.899687, 1.409347], [5.592120, 1.549334, 3.097655], [5.034069, 2.873026, -0.981610], [5.436313, 5.286608, -1.269018], [3.699787, 6.944130, -0.628197], [1.527575, 6.108228, 0.312961], [-0.967203, 1.616502, 0.323553], [-2.372190, 1.531064, 0.006775], [-3.245038, 0.258438, 0.538101], [-2.624633, -1.121664, 0.823700], [-1.519615, -1.675366, -0.083242], [0.105943, -1.721224, 0.188660], [0.896795, -0.556350, 0.539942], [0.546592, -2.574815, -1.307612], [1.889002, -2.919177, -1.383004], [2.343397, -3.582944, -2.509859], [1.463701, -3.882093, -3.543660], [0.126118, -3.514625, -3.460805], [-0.346895, -2.857986, -2.333410], [0.279351, -3.016380, 1.407545], [-0.143433, -4.311921, 1.140901], [0.045072, -5.285599, 2.108565], [0.649206, -4.956891, 3.317718], [1.069469, -3.655906, 3.564809], [0.891189, -2.673536, 2.600664], [-2.226371, -1.232117, 2.547117], [-2.543683, -2.374389, 3.269153], [-2.191295, -2.424023, 4.608448], [-1.533112, -1.351355, 5.196448], [-1.219313, -0.218482, 4.455009], [-1.569224, -0.146963, 3.116085], [-3.979699, -2.226336, 0.607314], [-3.746613, -3.467585, 0.037689], [-4.819606, -4.333716, -0.112941], [-6.086635, -3.950883, 0.308877], [-6.298144, -2.698198, 0.876478], [-5.240143, -1.819635, 1.029782], [-3.339032, 2.865857, 0.677202], [-2.697502, 3.682595, 1.593626], [-3.385188, 4.773366, 2.106191], [-4.683951, 5.034797, 1.686613], [-5.307765, 4.208793, 0.758296], [-4.635057, 3.113317, 0.243580], [-2.793751, 1.576708, -1.721912], [-2.280292, 2.657012, -2.432118], [-2.560866, 2.762254, -3.783386], [-3.341736, 1.795299, -4.408066], [-3.840023, 0.717456, -3.689035], [-3.571232, 0.601262, -2.330808], [2.568726, -2.645857, -0.580381], [3.387477, -3.860710, -2.581583], [1.825881, -4.400837, -4.424351], [-0.551039, -3.738634, -4.275367], [-1.380968, -2.551905, -2.254189], [-0.596434, -4.558895, 0.186340], [-0.261988, -6.305444, 1.914122], [0.808311, -5.725465, 4.064688], [1.544319, -3.405158, 4.505510], [1.235574, -1.654854, 2.737106], [-3.058843, -3.204468, 2.801502], [-2.436598, -3.301734, 5.192705], [-1.262900, -1.399099, 6.245038], [-0.706968, 0.615486, 4.918525], [-1.333272, 0.724178, 2.514903], [-2.748691, -3.734365, -0.287241], [-4.665030, -5.307147, -0.561136], [-6.919002, -4.633689, 0.192134], [-7.289732, -2.405976, 1.197848], [-5.378104, -0.832485, 1.455338], [-1.668938, 3.472361, 1.864407], [-2.901911, 5.425748, 2.822157], [-5.212267, 5.895154, 2.077945], [-6.316595, 4.425953, 0.430211], [-5.108639, 2.463914, -0.484717], [-1.663830, 3.393629, -1.925954], [-2.172759, 3.599036, -4.350835], [-3.564238, 1.885781, -5.464305], [-4.446327, -0.031998, -4.182486], [-3.961086, -0.225206, -1.752056]],
  "forces_ev_per_angstrom": [[0.1676, 0.3291, -0.0340], [-0.0065, -0.0223, 0.0039], [0.0456, -0.0777, -0.1157], [0.0520, -0.0096, -0.0422], [-0.0364, 0.0023, 0.0501], [0.0299, 0.0098, -0.0417], [0.0158, -0.0061, 0.0075], [-0.0286, -0.0132, 0.0154], [0.0449, 0.0012, -0.0007], [-0.1376, 0.0635, 0.0046], [0.1072, -0.0227, -0.0619], [0.0016, 0.0131, -0.0285], [-0.0202, 0.2052, -0.0604], [-0.1046, -0.3560, -0.0890], [0.2401, -0.3411, 0.2086], [0.0432, -0.0694, 0.0293], [-0.0652, -0.0050, 0.0017], [0.1199, -0.0295, -0.0558], [-0.2731, 0.0220, 0.0882], [0.0395, 0.2504, -0.0438], [-0.0758, 0.1115, 0.0206], [0.0357, -0.0290, 0.0194], [-0.0280, 0.0710, 0.0280], [-0.0282, -0.0346, -0.0309], [0.0366, 0.0441, 0.0250], [-0.0340, 0.0436, 0.0586], [0.0226, -0.0549, 0.0113], [-0.0808, -0.1060, 0.0689], [-0.0184, -0.0009, 0.0449], [-0.0250, 0.0401, 0.0259], [-0.0184, 0.0409, -0.0145], [0.0385, 0.0013, -0.0128], [0.0155, 0.0113, 0.0305], [0.0142, -0.0304, -0.0387], [0.0070, 0.0958, -0.0023], [0.0384, -0.0199, -0.0349], [-0.0582, -0.0053, 0.0444], [-0.0281, 0.0052, -0.0546], [-0.0036, 0.0280, -0.0226], [-0.0268, -0.0192, 0.0069], [-0.0079, -0.0655, 0.0141], [0.0679, -0.0327, -0.0162], [-0.0028, 0.2137, 0.1037], [-0.1060, -0.1304, -0.0628], [-0.1302, 0.1778, -0.0115], [-0.0341, -0.2509, 0.1342], [0.0293, 0.0511, -0.1447], [0.0230, -0.0274, 0.0196], [0.0721, -0.1705, 0.0879], [-0.0525, 0.0292, -0.0760], [0.0324, 0.0928, -0.0111], [0.0194, -0.0421, -0.0424], [0.0235, -0.0220, -0.0189], [0.0333, 0.0037, 0.0032], [0.0852, 0.0421, 0.0296], [0.0558, 0.0130, 0.0384], [-0.0807, 0.0195, 0.0207], [-0.0136, -0.0098, -0.0172], [0.0400, 0.0601, 0.0535], [-0.0455, -0.0628, 0.0214], [-0.0227, 0.0441, -0.0740], [0.0768, 0.1448, 0.0052], [0.0312, -0.0249, -0.0270], [0.0151, -0.0142, 0.0192], [0.0263, -0.0171, 0.0445], [0.0146, 0.0036, -0.0060], [-0.0301, -0.0797, -0.0117], [-0.0926, 0.0232, -0.0348], [0.0158, 0.0113, 0.0164], [-0.0817, -0.0470, 0.0073], [0.0301, -0.0250, -0.0141], [-0.0339, -0.0247, 0.0070], [0.0404, 0.0306, 0.0048], [0.0161, 0.0573, -0.0778], [0.0144, -0.0193, -0.0730], [-0.0935, 0.0361, 0.0155], [0.0876, 0.0087, 0.0565], [-0.0299, -0.0002, 0.0086], [-0.0153, -0.0907, 0.0412], [-0.0284, -0.0424, -0.0447], [0.0518, -0.0709, 0.0304], [0.0022, 0.0279, -0.0224], [-0.0128, -0.0167, -0.0137], [0.0156, 0.0038, -0.0057], [0.0913, 0.1361, -0.0025], [-0.0085, -0.0236, -0.0825], [-0.0428, 0.0304, -0.0097], [-0.0298, 0.0412, 0.0641], [0.0203, 0.0073, 0.0206], [0.0292, -0.0338, -0.0197], [0.0672, -0.0080, 0.0506], [-0.0001, 0.0283, 0.0089], [-0.0237, 0.0377, -0.0295], [0.0028, -0.0178, -0.0404], [-0.0779, -0.0929, 0.0465], [0.0354, 0.0221, 0.0449], [0.0178, 0.0327, -0.0149], [-0.0247, 0.0098, -0.0597], [-0.0162, -0.0460, -0.0073], [0.0075, -0.0249, 0.0450], [-0.0898, 0.0088, 0.0180], [-0.0129, 0.0397, 0.0199], [0.0267, 0.0288, -0.0019], [0.0371, -0.0164, -0.0163], [-0.0194, -0.0855, -0.0188], [-0.0493, 0.0254, -0.0011], [-0.0201, -0.0122, -0.0249], [0.0177, -0.0290, -0.0055], [0.0403, -0.0158, 0.0127], [0.0391, 0.0514, 0.0277], [-0.0447, -0.0298, -0.0591], [-0.0147, -0.0413, 0.0218], [0.0179, -0.0108, 0.0442], [0.0261, 0.0278, 0.0140], [-0.0260, 0.0164, -0.0307]],
  "largest_force_ha_per_bohr": 0.009,
  "lumo_energy_ev": [-2.32, -2.76],
  "molar_mass_g_mol": 948.78,
  "s2": 0.753,
  "multiplicity": 2,
  "total_charge": 1,
  "gap_ev": [6.7147, 6.2377]
}

{
  "formula": "C3H4ClF",
  "method": "ωB97M-V/def2-TZVPD",
  "elements": ["C", "C", "C", "F", "Cl", "H", "H", "H", "H"],
  "coordinates": [[0.276760, -0.235166, 0.156165], [1.213381, 0.776805, -0.038016], [-1.299790, -0.043588, 0.386583], [-1.727032, -1.333533, 0.697186], [-2.379345, 0.625973, -0.770162], [0.175686, -0.889254, -0.775595], [0.568519, -0.997015, 0.903747], [2.216221, 0.791372, 0.297703], [0.955603, 1.304406, -0.857612]],
  "forces_ev_per_angstrom": [[-2.6672, -3.6300, 0.5576], [0.6559, 0.3681, 0.6538], [1.2688, -1.8932, 0.3092], [-0.0043, 1.3062, -0.1077], [0.4230, 0.2117, 0.0162], [0.2668, 0.7158, 0.5459], [-0.3319, 0.5608, 0.0007], [0.5747, -0.1470, 0.5096], [-0.1859, 2.5076, -2.4853]],
  "largest_force_ha_per_bohr": 0.088,
  "lumo_energy_ev": [-0.37, -0.21],
  "molar_mass_g_mol": 94.52,
  "multiplicity": 1,
  "total_charge": 0,
  "gap_ev": [8.2942, 8.5367]
}

{
  "formula": "C5H7NO",
  "method": "ωB97M-V/def2-TZVPD",
  "elements": ["N", "C", "O", "C", "C", "C", "C", "H", "H", "H", "H", "H", "H", "H"],
  "coordinates": [[2.095337, -1.361608, 0.414482], [0.991361, -0.904983, 0.146550], [0.800795, 0.123115, -1.620204], [0.350203, 1.289214, -0.982602], [-0.849335, 0.661950, -0.285829], [-1.275197, -0.232585, -1.383663], [-0.276252, -0.531348, 0.448803], [2.656517, -1.860447, -0.263225], [0.048883, 2.086091, -1.684441], [1.102240, 1.702170, -0.291125], [-1.587585, 1.245633, 0.270577], [-1.202164, -0.010026, -2.442090], [-1.937556, -1.060998, -1.134150], [-0.885545, -1.142813, 1.102898]],
  "forces_ev_per_angstrom": [[-0.6275, 0.2442, -0.2723], [0.3475, -0.1802, 0.1671], [0.2667, -0.0936, 0.1479], [-0.0391, 0.1161, 0.0500], [-0.0984, 0.0243, -0.0266], [-0.2497, -0.0154, -0.0031], [0.0935, -0.0729, 0.0831], [-0.1227, 0.0817, -0.0864], [0.0116, -0.2240, 0.0422], [-0.1022, -0.0097, -0.0898], [0.0938, -0.0837, -0.1064], [0.1406, 0.0499, 0.1692], [0.1567, 0.0916, -0.0591], [0.1293, 0.0716, -0.0158]],
  "largest_force_ha_per_bohr": 0.014,
  "lumo_energy_ev": [-0.54, -0.54],
  "molar_mass_g_mol": 97.12,
  "multiplicity": 1,
  "total_charge": 0,
  "gap_ev": [7.4318, 7.4303]
}